{"formula": "C39H41ClN4O6PSSiTi", "method": "wB97M-V/def2-TZVPD", "e_above_lowest_kcal_mol": 15.3, "homo_ev": -11.43, "lumo_energy_ev": -3.106, "total_charge": 1, "elements": ["Ti", "Cl", "S", "P", "Si", "O", "O", "O", "O", "O", "O", "N", "N", "N", "N", "C", "C", "C", "C", "C", "C", "C", "C", "C", "C", "C", "C", "C", "C", "C", "C", "C", "C", "C", "C", "C", "C", "C", "C", "C", "C", "C", "C", "C", "C", "C", "C", "C", "C", "C", "C", "C", "C", "C", "H", "H", "H", "H", "H", "H", "H", "H", "H", "H", "H", "H", "H", "H", "H", "H", "H", "H", "H", "H", "H", "H", "H", "H", "H", "H", "H", "H", "H", "H", "H", "H", "H", "H", "H", "H", "H", "H", "H", "H", "H"], "xyz": [[-0.2788, 1.0054, 0.0296], [-2.4535, -0.9174, -2.6095], [0.7301, 3.0095, 1.4204], [0.3171, -1.4515, -1.0885], [-0.2254, 2.4675, -3.0482], [1.2366, 2.7304, 2.7312], [-0.7176, 2.4501, 1.2662], [0.8014, 4.3457, 0.9299], [1.3589, 2.0081, 0.3949], [-0.4503, 1.6140, -1.6015], [-2.1480, 0.5517, 0.3220], [7.4013, -0.0922, 7.1586], [1.7481, -0.5097, 3.4729], [0.4026, -0.1614, 1.7762], [-3.5241, 2.5403, 0.2296], [4.4962, -1.4341, 5.7636], [3.3436, -1.5276, 5.0043], [1.6521, -0.1057, 2.2013], [-1.6083, -5.1615, 0.8574], [2.8718, -0.4483, -0.9817], [5.2299, -0.2498, 5.7609], [-4.8258, 2.2883, 0.3964], [-1.2677, -3.7747, -1.0777], [4.8054, 0.8459, 5.0132], [0.4748, -0.8191, 3.9094], [3.6439, 0.7613, 4.2651], [1.0964, -2.2015, -5.0479], [-0.7263, -4.3677, 1.5772], [-1.0610, -1.3889, -3.5358], [-3.0358, -0.5075, 0.6490], [-1.8712, 2.4075, -3.9182], [4.2415, -0.4756, -0.7703], [-5.7424, 3.3194, 0.2612], [-0.3424, -0.6091, 2.8498], [4.1009, -2.8073, -0.1938], [-0.1293, -3.2705, 0.9784], [2.1075, -1.6021, -0.8056], [6.4367, -0.1597, 6.5397], [2.7300, -2.7835, -0.4088], [-1.8686, -4.8695, -0.4722], [-0.4092, -2.9510, -0.3518], [-0.0999, -1.8781, -5.6688], [-5.2191, 0.8878, 0.7834], [-3.0657, 3.7629, -0.0607], [4.8556, -1.6560, -0.3727], [2.9350, -0.4304, 4.2629], [0.2434, 4.2018, -2.5686], [1.2104, -2.1065, -3.6695], [-5.2914, 4.5917, -0.0485], [-4.4333, -0.2412, 0.1006], [-3.9308, 4.8222, -0.2132], [0.1376, -1.6818, -2.8871], [-1.1912, -1.4790, -4.9103], [1.1266, 1.6446, -4.0209], [-2.6476, -1.4405, 0.2356], [-3.5465, 5.8042, -0.4448], [-2.6756, 2.6445, -3.2166], [2.3992, 0.4821, -1.2827], [-2.8451, 1.6467, 0.2695], [0.9379, 0.5815, -4.1348], [2.4959, 0.2404, 1.6293], [-5.1187, 0.8006, 1.8711], [-0.1935, -1.9448, -6.7442], [0.5794, -2.6787, 1.5399], [1.9448, -2.5265, -5.6342], [4.8374, -2.2761, 6.3490], [-0.4954, -4.6073, 2.6070], [-6.2806, 0.7671, 0.5678], [0.9363, 4.6352, -3.2920], [-4.3801, -0.0527, -0.9748], [-2.0749, -6.0173, 1.3268], [2.7750, -2.4478, 4.9782], [-1.4613, -3.5792, -2.1224], [2.0990, 1.7744, -3.5401], [5.9232, -1.6769, -0.1987], [-1.9920, 3.8626, -0.1498], [5.3760, 1.7638, 5.0325], [0.7298, 4.2123, -1.5902], [-2.1382, -1.2440, -5.3759], [4.8265, 0.4239, -0.9085], [-0.6268, 4.8590, -2.5122], [-5.9973, 5.4039, -0.1586], [3.2671, 1.6124, 3.7099], [2.1502, -2.3561, -3.1961], [-1.9163, 3.1334, -4.7323], [-5.0024, -1.1645, 0.2279], [-1.4061, -0.7325, 2.7947], [-2.5319, -5.5018, -1.0473], [-3.1065, -0.6176, 1.7362], [4.5805, -3.7277, 0.1116], [2.1469, -3.6839, -0.2683], [-6.7957, 3.1201, 0.3982], [0.2781, -1.1231, 4.9216], [-2.0702, 1.4192, -4.3338], [1.2011, 2.0755, -5.0218]], "forces_ev_per_angstrom": [[-0.669, -0.445, 0.068], [0.019, -0.011, -0.017], [0.091, -0.227, -0.114], [0.105, 0.087, 0.186], [-0.069, 0.127, 0.166], [-0.006, 0.045, -0.020], [0.241, 0.185, 0.126], [-0.023, 0.041, -0.018], [-0.071, 0.155, 0.063], [0.096, 0.091, -0.455], [0.830, -1.051, 0.124], [0.017, 0.000, 0.009], [-0.037, 0.079, 0.055], [0.087, -0.052, 0.144], [-0.585, 0.601, -0.247], [-0.001, 0.004, -0.010], [0.003, 0.001, 0.004], [0.024, -0.055, -0.051], [-0.008, -0.021, 0.001], [-0.021, 0.010, -0.073], [0.010, 0.007, 0.004], [-0.167, -0.035, 0.132], [0.010, 0.013, 0.037], [-0.006, 0.002, -0.007], [0.001, -0.081, -0.026], [0.019, 0.002, 0.010], [0.002, -0.015, 0.021], [0.014, 0.013, 0.013], [0.011, 0.043, 0.007], [-0.011, 0.103, -0.118], [0.016, -0.035, -0.020], [0.006, -0.007, 0.000], [0.029, -0.002, -0.007], [-0.008, 0.089, 0.032], [-0.003, 0.016, 0.012], [-0.026, 0.003, -0.013], [-0.014, -0.041, 0.008], [-0.020, -0.002, -0.009], [0.003, 0.034, -0.057], [0.012, -0.012, -0.002], [0.016, -0.055, -0.059], [-0.044, -0.001, 0.022], [0.012, -0.014, -0.039], [0.111, 0.089, -0.067], [0.002, 0.014, 0.028], [-0.011, 0.008, -0.010], [-0.019, 0.003, 0.063], [0.019, -0.003, -0.032], [0.030, -0.002, -0.009], [-0.036, -0.059, -0.002], [-0.056, -0.027, 0.060], [-0.008, -0.006, 0.006], [0.049, -0.020, -0.053], [0.043, 0.068, 0.049], [-0.038, -0.015, 0.022], [0.012, -0.003, -0.002], [0.003, 0.004, -0.007], [0.040, -0.033, -0.009], [0.082, 0.463, 0.168], [0.001, -0.180, -0.054], [-0.005, -0.016, 0.012], [0.009, -0.001, -0.009], [0.000, 0.002, -0.003], [-0.026, 0.019, 0.023], [0.003, -0.001, -0.004], [0.002, 0.001, 0.003], [0.002, 0.001, 0.006], [-0.002, 0.021, -0.001], [-0.012, 0.012, -0.026], [0.001, -0.009, 0.019], [-0.003, -0.003, 0.000], [-0.010, 0.003, -0.006], [-0.035, 0.031, -0.026], [-0.009, -0.006, 0.025], [0.006, -0.005, -0.009], [-0.027, -0.008, -0.013], [0.003, 0.001, 0.005], [0.033, 0.021, -0.026], [-0.008, 0.005, 0.002], [0.000, 0.011, -0.004], [-0.017, 0.003, 0.008], [-0.007, 0.003, -0.003], [0.002, -0.006, 0.011], [0.015, 0.024, 0.007], [0.033, 0.012, -0.015], [-0.009, 0.005, -0.001], [-0.032, 0.001, -0.002], [-0.003, 0.005, -0.006], [0.015, -0.004, 0.017], [0.002, -0.007, 0.004], [0.018, -0.023, -0.020], [0.001, -0.010, -0.001], [0.003, -0.018, 0.005], [-0.023, -0.005, -0.014], [-0.037, 0.053, 0.006]]}

***

{"formula": "C7H17NO", "method": "wB97M-V/def2-TZVPD", "e_above_lowest_kcal_mol": 22.0, "homo_ev": -9.73, "lumo_energy_ev": 0.775, "total_charge": 0, "smiles": "CCC(N)=O.CC(C)C", "elements": ["O", "N", "C", "C", "C", "C", "C", "C", "C", "H", "H", "H", "H", "H", "H", "H", "H", "H", "H", "H", "H", "H", "H", "H", "H", "H"], "xyz": [[2.4867, -0.4881, 3.4096], [0.7768, 0.8760, 3.4463], [2.2220, -0.9687, 0.6498], [-1.2028, -1.1936, -1.2773], [0.9949, -0.5563, 1.4747], [-0.9202, 0.6244, -2.9504], [1.4686, -0.1455, 2.8217], [-0.9550, 0.2780, -1.4166], [-1.9452, 1.2054, -0.7408], [-0.3278, -1.7448, -1.6571], [0.1716, 1.5480, 2.9925], [-1.8773, 1.1969, 0.3332], [3.0638, -0.3783, 0.9574], [0.1834, -1.3235, 1.6084], [-2.9607, 0.8418, -1.0090], [-1.9132, 2.2487, -1.0142], [0.5832, 0.2289, 0.8012], [-0.8177, 1.7020, -3.1435], [0.0894, 0.5632, -1.0655], [2.1162, -0.8206, -0.4221], [2.5923, -1.9855, 0.7424], [-1.6279, 0.1831, -3.6200], [-1.2487, -1.5211, -0.2424], [-2.0406, -1.6065, -1.7989], [1.0870, 1.0975, 4.3695], [0.0012, 0.1386, -3.2489]], "forces_ev_per_angstrom": [[-0.552, -1.284, -0.959], [-0.941, -0.143, -0.588], [0.317, -0.941, -0.353], [1.491, -0.847, 0.833], [-0.034, -0.914, -1.541], [1.664, -0.010, 0.924], [0.716, 2.742, 1.811], [0.556, 1.957, -1.581], [-1.358, -0.944, 0.076], [-0.154, 0.181, -0.120], [0.050, -0.537, -0.048], [0.027, -0.267, 0.642], [0.358, 0.511, 0.160], [0.899, 0.488, -0.295], [0.346, 0.311, 0.256], [0.403, 0.250, -0.472], [-0.257, 0.026, 1.460], [-0.127, -0.343, 0.101], [-1.141, -0.570, -0.300], [-0.420, 0.154, -0.090], [-0.351, -0.282, 0.384], [-1.129, -0.173, 0.117], [-0.296, 0.096, 0.279], [-0.797, 0.211, -0.356], [0.255, 0.163, 0.211], [0.476, 0.166, -0.549]]}